The following is a DFT calculation (the ωB97M-V functional and the def2-TZVPD basis) of a molecular structure, C27H27BClF4GeOPdS.

Results
Net charge   -2
Spin multiplicity   2
E_HOMO (spin up / spin down)   0.28 / -1.33 eV
Relative energy (zero: lowest compared OMol25 entry of this formula, charge and spin)   0.0 kJ/mol
<S²>   0.78
Orbital gap (spin up / spin down)   4.2 / 5.8 eV

CARTESIAN COORDINATES (ANGSTROEM)
Pd 0.69 0.33 0.39
C -1.42 0.38 4.07
S -0.27 0.43 2.59
C 0.39 2.08 3.03
O 0.81 -0.51 3.00
H -2.02 1.29 4.10
H -0.81 0.27 4.96
H -2.05 -0.49 3.92
H -0.41 2.81 3.04
H 1.11 2.35 2.26
H 0.89 1.99 3.99
F -2.69 -2.35 -1.60
B -1.86 -2.72 -0.52
F -0.98 -1.66 -0.20
F -2.65 -3.03 0.60
F -1.11 -3.86 -0.91
C 1.67 5.16 -3.02
C 0.42 4.76 -3.50
C -0.34 3.85 -2.78
C 0.12 3.30 -1.58
C 1.38 3.70 -1.14
C 2.14 4.62 -1.83
Ge -0.83 1.86 -0.52
C -2.29 1.45 -1.82
C -2.02 0.55 -2.85
C -2.95 0.30 -3.85
C -4.18 0.93 -3.83
C -4.48 1.80 -2.80
C -3.54 2.06 -1.81
C -1.90 3.05 0.73
C -1.67 4.41 0.89
C -2.36 5.16 1.84
C -3.31 4.55 2.66
C -3.57 3.20 2.49
C -2.87 2.46 1.55
H 2.27 5.86 -3.59
H 0.05 5.16 -4.44
H -1.31 3.54 -3.16
H 1.77 3.24 -0.23
H 3.12 4.92 -1.46
H -1.07 0.03 -2.85
H -2.71 -0.40 -4.65
H -4.91 0.73 -4.61
H -5.46 2.28 -2.76
H -3.79 2.74 -1.00
H -0.93 4.90 0.27
H -2.16 6.22 1.96
H -3.84 5.13 3.41
H -4.32 2.72 3.12
H -3.08 1.40 1.43
Cl 3.37 0.84 1.23
C 3.11 -0.88 1.05
C 3.57 -1.74 2.02
C 3.26 -3.10 1.93
C 2.43 -3.54 0.89
C 1.98 -2.68 -0.08
C 2.35 -1.30 -0.09
C 2.05 -0.40 -1.15
H 4.13 -1.37 2.86
H 3.62 -3.79 2.67
H 2.13 -4.58 0.85
H 1.31 -3.03 -0.86
H 1.57 -0.80 -2.03
H 2.74 0.42 -1.34

Mulliken population analysis, charges in e, atoms 1 to 8: Pd 1.005; C -1.252; S 0.924; C -0.962; O -0.560; H 0.309; H 0.377; H 0.343

The following is a DFT calculation (the ωB97M-V functional and the def2-TZVPD basis) of a molecular structure, C27H27BF6N4O4PS2Ti.

Results
Net charge   -1
Spin multiplicity   3
E_HOMO (spin up / spin down)   -3.15 / -5.22 eV
Relative energy (zero: lowest compared OMol25 entry of this formula, charge and spin)   74.1 kJ/mol
<S²>   2.01
Orbital gap (spin up / spin down)   5.5 / 7.6 eV

CARTESIAN COORDINATES (ANGSTROEM)
Ti -0.01 0.66 -1.22
F -2.85 5.88 -0.60
C -2.50 4.88 -1.40
F -3.51 4.56 -2.19
F -1.46 5.26 -2.15
S -2.07 3.42 -0.42
O -1.42 2.54 -1.38
O -3.29 3.00 0.19
N -1.06 4.05 0.63
S 0.35 3.47 1.00
O 0.62 3.58 2.39
O 0.66 2.20 0.36
C 1.47 4.66 0.21
F 1.32 5.85 0.77
F 1.21 4.75 -1.09
F 2.73 4.25 0.38
C 3.13 -0.17 2.05
C 2.19 -0.90 2.99
C 2.57 -1.09 4.32
C 1.76 -1.78 5.21
C 0.54 -2.28 4.77
C 0.14 -2.08 3.45
C 0.96 -1.41 2.55
P 0.47 -1.08 0.80
C -1.29 -1.64 0.83
C -1.65 -2.87 0.27
C -2.97 -3.29 0.28
C -3.95 -2.49 0.85
C -3.60 -1.27 1.39
C -2.28 -0.82 1.39
C -1.96 0.52 2.00
C 1.32 -2.44 -0.09
C 1.75 -3.61 0.56
C 2.38 -4.62 -0.14
C 2.57 -4.47 -1.52
C 2.14 -3.32 -2.15
C 1.51 -2.27 -1.46
C 1.07 -1.00 -2.18
H 4.00 0.21 2.58
H 2.62 0.66 1.56
H 3.48 -0.84 1.26
H 3.52 -0.69 4.66
H 2.07 -1.92 6.23
H -0.10 -2.83 5.46
H -0.81 -2.48 3.12
H -0.89 -3.49 -0.19
H -3.24 -4.24 -0.18
H -4.98 -2.82 0.85
H -4.36 -0.63 1.81
H -2.87 1.04 2.31
H -1.45 1.17 1.29
H -1.30 0.43 2.87
H 1.60 -3.72 1.63
H 2.71 -5.52 0.37
H 3.04 -5.27 -2.09
H 2.29 -3.21 -3.22
H 0.37 -1.31 -2.96
H 1.95 -0.65 -2.71
N 0.65 2.55 -3.48
C 1.61 3.28 -4.07
C 2.77 3.01 -3.39
C 2.39 2.10 -2.38
N 1.09 1.84 -2.43
H -0.35 2.61 -3.62
H 1.40 3.92 -4.91
H 3.75 3.40 -3.58
H 2.99 1.63 -1.63
B -3.92 -1.39 -3.00
C -2.66 -0.64 -2.39
N -1.73 -0.11 -1.96
H -4.90 -1.18 -2.29
H -3.64 -2.58 -3.02
H -4.09 -0.95 -4.13

Mulliken population analysis, charges in e, atoms 1 to 8: Ti 0.308; F -0.209; C 0.487; F -0.202; F -0.197; S 1.126; O -0.622; O -0.658

The following is a DFT calculation (the ωB97M-V functional and the def2-TZVPD basis) of a molecular structure, C27H27BrCl3IN6O4SiV.

Results
Net charge   +2
Spin multiplicity   2
E_HOMO (spin up / spin down)   -13.26 / -13.26 eV
Relative energy (zero: lowest compared OMol25 entry of this formula, charge and spin)   78.1 kJ/mol
<S²>   0.77
Orbital gap (spin up / spin down)   5.3 / 5.9 eV

CARTESIAN COORDINATES (ANGSTROEM)
V -0.04 -0.09 0.34
C 3.12 -0.93 -0.68
O 2.14 0.05 -0.25
C 2.60 1.33 -0.02
C 3.92 1.72 0.06
C 4.21 3.07 0.23
Br 6.01 3.61 0.33
C 3.21 4.01 0.32
C 1.87 3.62 0.27
C 1.60 2.27 0.11
O 0.28 1.76 0.03
C 0.82 4.64 0.24
N 0.95 5.75 -0.41
C -0.25 6.42 -0.27
C -0.64 7.67 -0.75
C -1.90 8.11 -0.41
C -2.77 7.35 0.39
C -2.40 6.10 0.86
C -1.13 5.66 0.51
N -0.44 4.49 0.80
H 3.72 -0.51 -1.49
H 2.57 -1.78 -1.06
H 3.75 -1.23 0.15
H 4.73 1.00 0.00
H 3.44 5.06 0.42
H -0.33 2.54 0.04
H 0.02 8.25 -1.37
H -2.24 9.08 -0.76
H -3.74 7.74 0.64
H -3.06 5.52 1.50
H -0.64 3.92 1.60
Cl -0.39 -1.37 3.77
Si 0.47 0.12 2.72
Cl 2.41 0.42 3.08
Cl -0.58 1.84 3.20
C -2.87 -0.32 1.38
N -4.27 -0.32 1.11
C -4.58 -1.25 0.02
N -3.87 -0.85 -1.20
C -2.46 -0.87 -0.96
N -2.05 0.08 0.16
C -2.57 1.45 -0.25
N -3.98 1.45 -0.50
C -4.69 1.03 0.71
C -4.29 0.50 -1.58
H -2.55 -1.32 1.68
H -2.65 0.38 2.19
H -5.65 -1.25 -0.17
H -4.27 -2.26 0.31
H -1.93 -0.58 -1.88
H -2.15 -1.88 -0.68
H -2.06 1.76 -1.17
H -2.36 2.15 0.57
H -5.76 1.04 0.52
H -4.48 1.73 1.52
H -3.78 0.80 -2.49
H -5.36 0.51 -1.76
I -1.52 -8.53 -0.55
C -0.80 -6.63 -0.05
C 0.57 -6.38 -0.06
C 1.04 -5.12 0.26
C 0.15 -4.11 0.58
C -1.23 -4.37 0.61
C -1.70 -5.63 0.31
C 0.67 -2.78 0.89
O 1.75 -2.53 1.36
O -0.12 -1.69 0.58
H 1.27 -7.16 -0.33
H 2.11 -4.92 0.27
H -1.92 -3.59 0.92
H -2.76 -5.84 0.36

Mulliken population analysis, charges in e, atoms 1 to 8: V 1.551; C -1.302; O -0.350; C -0.072; C -0.278; C -0.537; Br -0.115; C -0.941

The following is a DFT calculation (the ωB97M-V functional and the def2-TZVPD basis) of a molecular structure, C27H27Cl48N3S2.

Results
E_HOMO   -8.14 eV
Orbital gap   7.7 eV

CARTESIAN COORDINATES (ANGSTROEM)
C 2.99 -4.27 2.90
C 3.05 -4.62 1.58
C 2.20 -3.77 0.58
C 0.78 -3.69 1.18
C -0.03 -4.80 0.92
C -1.35 -4.85 1.45
N -2.29 -5.81 1.33
S -3.54 -5.25 2.19
N -3.03 -3.82 2.75
C -1.78 -3.73 2.25
C -0.95 -2.59 2.49
S -1.65 -1.29 3.50
C 0.33 -2.57 1.97
C 1.23 -1.36 2.24
C 0.55 -0.12 1.59
N 0.02 -0.32 0.45
H 2.71 -5.02 3.64
H 3.18 -3.24 3.22
H 3.64 -5.47 1.24
H 2.13 -4.29 -0.39
H 2.59 -2.75 0.46
H 0.34 -5.62 0.31
H -0.68 -1.04 4.41
H 2.20 -1.44 1.73
H 1.38 -1.20 3.32
H 0.52 0.86 2.08
H -0.41 0.55 0.12
C 0.61 4.47 0.42
Cl 1.64 3.74 1.65
Cl -0.28 3.23 -0.47
Cl -0.52 5.62 1.14
H 1.24 5.00 -0.28
C -3.91 -7.65 5.88
Cl -4.15 -6.83 7.43
Cl -3.73 -6.47 4.57
Cl -2.51 -8.72 5.95
H -4.79 -8.25 5.68
C -4.34 3.02 -0.42
Cl -4.45 3.89 1.12
Cl -4.15 4.15 -1.75
Cl -3.00 1.88 -0.38
H -5.26 2.47 -0.56
C -1.77 1.18 6.97
Cl -1.97 1.00 5.22
Cl -2.77 0.02 7.83
Cl -0.08 1.01 7.43
H -2.10 2.18 7.24
C 2.31 0.89 10.61
Cl 2.79 0.41 8.98
Cl 0.78 1.78 10.58
Cl 2.19 -0.51 11.67
H 3.07 1.55 11.01
C -4.02 5.79 4.78
Cl -2.78 7.01 4.52
Cl -3.34 4.36 5.56
Cl -5.35 6.45 5.74
H -4.42 5.49 3.82
C -1.03 -4.45 -3.24
Cl -1.56 -5.87 -2.33
Cl 0.06 -3.46 -2.27
Cl -0.25 -4.93 -4.75
H -1.91 -3.86 -3.48
C -4.07 3.33 -6.07
Cl -4.23 5.05 -5.70
Cl -3.36 2.47 -4.71
Cl -5.63 2.64 -6.50
H -3.40 3.23 -6.92
C 0.00 6.58 -3.06
Cl -0.94 7.30 -1.75
Cl 1.70 6.39 -2.58
Cl -0.68 5.02 -3.54
H -0.04 7.24 -3.92
C 4.27 3.73 -1.62
Cl 4.07 3.52 -3.36
Cl 3.34 2.53 -0.73
Cl 5.98 3.65 -1.17
H 3.90 4.72 -1.36
C -5.72 7.90 0.92
Cl -5.63 6.85 2.33
Cl -5.18 9.53 1.32
Cl -4.77 7.23 -0.41
H -6.76 7.95 0.60
C -2.67 -7.31 -6.50
Cl -2.11 -7.75 -8.11
Cl -4.24 -6.50 -6.59
Cl -2.75 -8.72 -5.46
H -1.95 -6.61 -6.08
C 1.81 -5.79 -7.94
Cl 2.40 -6.22 -9.54
Cl 0.24 -4.99 -8.04
Cl 1.72 -7.22 -6.90
H 2.52 -5.09 -7.49
C 2.14 8.60 2.38
Cl 2.64 8.14 0.75
Cl 0.57 9.39 2.35
Cl 2.11 7.20 3.46
H 2.87 9.30 2.77
C 5.34 -3.19 -6.47
Cl 6.31 -3.94 -5.20
Cl 4.56 -4.42 -7.46
Cl 4.15 -2.09 -5.78
H 6.00 -2.61 -7.10
C 8.24 -0.14 -6.91
Cl 9.55 -0.18 -5.74
Cl 8.26 -1.60 -7.91
Cl 6.68 0.06 -6.11
H 8.39 0.71 -7.57

Mulliken population analysis, charges in e, atoms 1 to 8: C -0.646; C -0.359; C -1.165; C 0.812; C -0.939; C -0.106; N -0.631; S 0.054

The following is a DFT calculation (the ωB97M-V functional and the def2-TZVPD basis) of a single C27H27ClN4O3S molecule.

Results
E_HOMO   -7.72 eV
Orbital gap   8.1 eV

CARTESIAN COORDINATES (ANGSTROEM)
C 3.80 -3.63 -1.80
H 4.88 -3.76 -1.65
O 3.42 -2.29 -1.59
C 3.69 -1.83 -0.29
C 3.15 -0.40 -0.18
N 1.72 -0.40 -0.27
C 0.85 -0.51 0.77
N -0.37 -0.64 0.32
N -0.33 -0.63 -1.01
C 0.92 -0.49 -1.38
C 1.39 -0.41 -2.76
C 1.01 -1.39 -3.67
C 1.45 -1.34 -4.97
C 2.26 -0.29 -5.38
C 2.61 0.72 -4.49
C 2.18 0.65 -3.18
H 2.43 1.45 -2.50
H 3.23 1.54 -4.83
Cl 2.82 -0.22 -7.01
H 1.16 -2.10 -5.68
H 0.38 -2.20 -3.33
S 1.31 -0.36 2.44
C 0.44 1.24 2.82
C 0.51 2.11 1.60
C 1.76 2.61 1.23
C 1.91 3.32 0.05
C 0.82 3.53 -0.78
C -0.42 3.05 -0.40
C -0.58 2.35 0.78
H -1.56 1.98 1.04
H -1.28 3.22 -1.04
H 0.94 4.07 -1.71
H 2.89 3.70 -0.23
H 2.61 2.44 1.87
H 1.06 1.67 3.62
C -0.95 1.02 3.43
O -1.23 1.57 4.47
N -1.75 0.20 2.72
C -3.07 -0.14 3.03
C -3.59 -0.13 4.31
C -4.91 -0.52 4.55
C -5.68 -0.93 3.48
C -5.18 -0.95 2.19
C -3.88 -0.54 1.95
O -3.28 -0.47 0.72
C -3.93 -1.03 -0.39
H -4.83 -0.46 -0.66
H -3.20 -0.97 -1.20
H -4.20 -2.08 -0.22
H -5.82 -1.26 1.38
H -6.70 -1.25 3.65
C -5.44 -0.51 5.95
H -5.18 0.42 6.45
H -6.52 -0.62 5.95
H -5.01 -1.33 6.52
H -2.97 0.19 5.13
H -1.44 -0.15 1.81
H 3.57 0.19 -0.99
H 3.43 0.02 0.79
H 3.20 -2.47 0.46
H 4.77 -1.84 -0.09
H 3.55 -3.86 -2.83
H 3.26 -4.31 -1.13

Mulliken population analysis, charges in e, atoms 1 to 8: C -0.869; H 0.303; O -0.121; C -0.710; C -1.180; N 0.877; C -0.151; N 0.107

The following is a DFT calculation (the ωB97M-V functional and the def2-TZVPD basis) of a molecular structure, C27H27CoF10N4OS2Te.

Results
Spin multiplicity   5
E_HOMO (spin up / spin down)   -7.36 / -7.39 eV
Relative energy (zero: lowest compared OMol25 entry of this formula, charge and spin)   0.0 kJ/mol
<S²>   6.05
Orbital gap (spin up / spin down)   7.3 / 5.1 eV

CARTESIAN COORDINATES (ANGSTROEM)
Co -0.35 -0.43 0.68
C -3.09 -1.47 1.68
N -2.52 -0.49 0.76
C -2.92 -0.77 -0.63
C -2.10 -1.90 -1.22
N -0.68 -1.59 -1.09
C 0.24 -2.32 -1.72
C 1.59 -1.85 -1.74
F 3.44 -0.85 -0.17
C 2.54 -2.54 -2.42
F 3.80 -2.08 -2.53
C 2.27 -3.75 -3.07
F 3.22 -4.41 -3.71
C 0.98 -4.24 -3.04
F 0.71 -5.41 -3.63
C -0.02 -3.55 -2.39
F -1.23 -4.12 -2.38
C -2.85 0.87 1.18
C -2.00 1.29 2.37
N -0.61 0.87 2.18
C 0.27 1.20 3.17
C 1.62 0.83 3.03
F 2.02 0.22 1.89
C 2.61 1.08 3.96
F 3.87 0.68 3.71
C 2.32 1.75 5.13
F 3.26 2.01 6.04
C 1.01 2.16 5.31
F 0.68 2.83 6.42
C 0.03 1.91 4.37
F -1.19 2.40 4.68
H -4.19 -1.39 1.68
H -2.72 -1.29 2.69
H -2.80 -2.48 1.40
H -2.76 0.14 -1.22
H -3.99 -1.02 -0.68
H -2.37 -2.02 -2.27
H -2.32 -2.85 -0.72
H -3.91 0.95 1.44
H -2.66 1.53 0.33
H -2.42 0.88 3.29
H -2.10 2.38 2.45
N -0.59 2.82 -0.44
C -1.48 2.97 -1.50
C -1.34 2.21 -2.66
C -2.27 2.28 -3.67
C -3.39 3.10 -3.55
C -3.54 3.86 -2.39
C -2.60 3.80 -1.38
H -0.70 3.49 0.31
H 0.38 2.72 -0.68
H -0.49 1.54 -2.75
H -2.14 1.69 -4.56
H -4.12 3.16 -4.34
H -4.40 4.50 -2.28
H -2.73 4.39 -0.48
C 2.04 0.78 -2.87
Te 1.91 0.13 -0.85
C 3.20 1.77 -0.33
H 1.89 1.86 -2.93
H 1.33 0.24 -3.48
H 3.06 0.53 -3.16
H 4.21 1.54 -0.67
H 3.19 1.88 0.75
H 2.84 2.67 -0.81
C 3.77 -3.34 1.19
O 2.51 -2.84 1.64
C 1.37 -3.38 1.25
S 1.23 -4.73 0.30
S -0.01 -2.48 1.84
H 4.36 -2.46 0.94
H 3.64 -3.99 0.32
H 4.22 -3.89 2.01

Mulliken population analysis, charges in e, atoms 1 to 8: Co -0.084; C -1.471; N 1.225; C -1.221; C -0.813; N 1.371; C -1.501; C 0.107

no.,largest force on an atom (eV Å⁻¹)
1,1.659
2,2.063
3,3.125
4,1.851
5,1.105
6,0.874